Molecular formula: C35H67BBr3Cl2NO11P
Method: DFT, ωB97M-V/def2-TZVPD

Results
Kohn-Sham gap	7.06	eV
F_max	0.0694	Eh/bohr
total energy	-11264.7180	Ha
highest occupied orbital energy	-4.715	eV
LUMO energy	2.35	eV
net charge	-1
energy above the lowest of the compared OMol25 structures with the same formula, charge and spin	0.00	kcal/mol

Each line ends with the Löwdin charge.
Geometry (Å):
C1 -3.65 2.94 -1.15  -0.17
C2 -2.31 2.12 -0.80  -0.28
C3 -2.27 1.93 0.76  -0.62
Br1 -2.82 3.58 1.78  0.69
P1 -0.70 1.06 1.49  0.57
O1 -1.81 0.88 2.87  -0.36
B1 0.53 0.13 2.71  -0.64
N1 0.19 -0.05 4.18  0.07
O2 1.84 -0.38 2.37  0.00
C4 -1.25 -0.61 0.64  -0.68
Br2 -0.90 -2.23 1.79  0.74
C5 -0.63 -0.88 -0.77  -0.69
C6 0.79 -1.54 -0.81  -0.18
Br3 -1.86 -2.26 -1.62  0.61
O3 -0.14 2.47 2.39  -0.31
C7 1.02 3.13 1.81  -0.40
C8 1.96 3.27 3.06  -0.03
C9 0.45 4.64 1.76  -0.09
C10 1.44 2.42 0.45  -0.29
C11 2.75 1.57 0.19  -0.06
C12 3.92 1.57 1.22  -0.32
C13 4.90 2.82 1.11  -0.04
O4 4.77 0.43 0.82  -0.15
C14 5.38 -0.13 1.98  -0.18
C15 6.16 -1.42 1.54  -0.15
C16 5.85 -2.68 2.21  -0.05
C17 6.46 -3.95 1.87  -0.09
C18 7.47 -3.98 0.81  -0.10
C19 7.81 -2.71 0.16  -0.09
C20 7.18 -1.44 0.51  -0.03
C21 1.23 3.29 -0.89  -0.52
Cl1 1.00 2.18 -2.36  0.69
C22 2.40 4.25 -1.31  -0.71
C23 1.86 5.14 -2.54  -0.15
Cl2 3.04 5.40 -0.08  0.66
O5 0.40 1.42 0.23  -0.34
H1 -4.49 2.69 -0.45  0.05
H2 -3.37 4.03 -1.03  0.04
H3 -3.89 2.80 -2.23  0.06
H4 -1.49 2.73 -1.24  0.06
H5 -2.47 1.13 -1.30  0.10
H6 -3.16 1.27 1.00  0.05
H7 -2.40 0.12 2.71  0.00
H8 0.52 -0.99 4.44  0.04
H9 0.78 0.63 4.68  0.06
H10 1.92 -1.32 2.62  0.08
H11 -2.36 -0.68 0.50  0.03
H12 -0.67 -0.04 -1.50  0.05
H13 0.71 -2.62 -1.12  0.05
H14 1.35 -1.53 0.16  0.05
H15 1.43 -1.06 -1.60  0.08
H16 2.86 3.93 2.89  0.07
H17 2.26 2.30 3.54  0.08
H18 1.37 3.80 3.86  0.10
H19 1.24 5.41 1.90  0.04
H20 -0.20 4.70 2.68  0.07
H21 -0.24 4.82 0.90  0.05
H22 3.25 1.74 -0.81  0.11
H23 2.43 0.50 0.11  0.11
H24 3.64 1.34 2.27  0.11
H25 4.55 3.70 1.69  0.04
H26 4.85 3.13 0.02  0.06
H27 5.96 2.56 1.34  0.07
H28 4.61 -0.49 2.72  0.11
H29 6.04 0.60 2.51  0.13
H30 5.08 -2.64 3.02  0.10
H31 6.15 -4.85 2.44  0.09
H32 7.94 -4.95 0.52  0.09
H33 8.59 -2.78 -0.64  0.09
H34 7.49 -0.51 -0.02  0.11
H35 0.30 3.90 -0.86  0.08
H36 3.27 3.70 -1.75  0.09
H37 0.74 5.20 -2.50  0.08
H38 2.11 4.57 -3.47  0.06
H39 2.34 6.14 -2.58  0.06
C24 1.26 1.22 -6.56  -0.11
O6 1.55 -0.16 -6.60  -0.20
C25 2.53 -0.54 -5.65  -0.20
C26 2.44 -2.02 -5.33  -0.18
O7 1.39 -2.34 -4.42  -0.14
C27 0.06 -2.28 -4.93  -0.18
C28 -0.28 -3.44 -5.85  -0.19
O8 0.25 -3.22 -7.16  -0.21
C29 0.45 -4.43 -7.86  -0.12
H40 2.16 1.81 -6.80  0.09
H41 0.49 1.43 -7.30  0.09
H42 0.88 1.50 -5.58  0.07
H43 2.40 0.04 -4.72  0.12
H44 3.51 -0.31 -6.08  0.12
H45 3.36 -2.31 -4.83  0.13
H46 2.36 -2.62 -6.24  0.12
H47 -0.14 -1.32 -5.41  0.12
H48 -0.59 -2.34 -4.06  0.05
H49 -1.37 -3.52 -5.95  0.13
H50 0.12 -4.37 -5.43  0.13
H51 1.17 -5.07 -7.33  0.09
H52 0.86 -4.19 -8.84  0.08
H53 -0.50 -4.96 -7.99  0.09
C30 -9.42 -3.13 4.89  -0.12
O9 -8.06 -2.77 4.73  -0.20
C31 -7.31 -3.78 4.07  -0.20
C32 -6.06 -3.20 3.45  -0.18
O10 -6.30 -2.54 2.21  -0.13
C33 -6.94 -1.27 2.28  -0.18
C34 -6.04 -0.17 2.80  -0.19
O11 -5.94 -0.22 4.22  -0.21
C35 -4.75 0.38 4.69  -0.09
H54 -9.51 -4.02 5.51  0.08
H55 -9.93 -2.30 5.38  0.09
H56 -9.89 -3.29 3.92  0.09
H57 -7.92 -4.26 3.29  0.12
H58 -7.04 -4.53 4.82  0.12
H59 -5.39 -4.03 3.20  0.13
H60 -5.52 -2.55 4.14  0.12
H61 -7.87 -1.34 2.86  0.12
H62 -7.22 -1.03 1.26  0.12
H63 -6.46 0.81 2.54  0.13
H64 -5.05 -0.27 2.34  0.12
H65 -3.87 -0.15 4.29  0.08
H66 -4.73 0.30 5.78  0.09
H67 -4.71 1.44 4.41  0.09

=====

Molecular formula: C3HClF2
Method: DFT, ωB97M-V/def2-TZVPD

Results
Kohn-Sham gap	9.74	eV
F_max	0.1009	Eh/bohr
total energy	-774.6642	Ha
SMILES	FC1=C=C1Cl.F
highest occupied orbital energy	-9.586	eV
LUMO energy	0.15	eV
energy above the lowest of the compared OMol25 structures with the same formula, charge and spin	62.38	kcal/mol

Each line ends with the Löwdin charge.
Geometry (Å):
F1 0.13 -0.57 -1.18  0.12
C1 -0.26 -0.72 0.06  -0.31
C2 -0.26 -1.45 1.26  0.11
C3 -1.22 -0.41 1.00  -0.72
Cl1 -2.52 0.54 1.10  0.81
F2 2.48 1.55 -1.08  -0.11
H1 1.65 1.05 -1.16  0.09

=====

Molecular formula: C23H41O16PS2
Method: DFT, ωB97M-V/def2-TZVPD

Results
Kohn-Sham gap	8.86	eV
F_max	0.0150	Eh/bohr
total energy	-3242.7053	Ha
SMILES	CCOP(=O)(CC[C@H]1OS(=O)(=O)O[C@@H]1CCCS)OCC.C[C@@H]1COC(=O)O1.C[C@@H]1COC(=O)O1.C[C@@H]1COC(=O)O1
highest occupied orbital energy	-8.541	eV
LUMO energy	0.32	eV

Each line ends with the Löwdin charge.
Geometry (Å):
C1 -1.73 2.17 -1.88  -0.05
C2 -1.12 1.66 -0.58  -0.23
O1 -1.64 0.32 -0.29  -0.19
P1 -1.69 -0.07 1.24  0.48
O2 -2.65 0.68 2.06  -0.27
C3 -2.03 -1.84 1.30  -0.18
C4 -1.82 -2.78 0.09  -0.13
C5 -0.55 -2.76 -0.75  -0.25
O3 -0.68 -1.97 -1.95  -0.15
S1 0.69 -1.24 -2.28  0.59
O4 0.46 0.04 -2.83  -0.20
O5 1.55 -2.16 -2.97  -0.22
O6 1.15 -1.10 -0.78  -0.18
C6 0.77 -2.30 -0.07  -0.25
C7 1.87 -3.35 -0.08  -0.14
C8 3.18 -2.85 0.54  -0.23
C9 4.05 -1.99 -0.39  -0.53
S2 4.27 -0.25 0.14  0.71
O7 -0.16 0.17 1.69  -0.22
C10 0.21 -0.15 3.04  -0.27
C11 1.64 0.29 3.28  -0.05
H1 -2.43 3.00 -1.70  0.07
H2 -2.29 1.38 -2.38  0.09
H3 -0.96 2.51 -2.57  0.07
H4 -1.39 2.30 0.25  0.08
H5 -0.04 1.58 -0.64  0.11
H6 -1.53 -2.28 2.16  0.07
H7 -3.10 -1.85 1.53  0.10
H8 -2.68 -2.71 -0.58  0.13
H9 -1.83 -3.79 0.50  0.10
H10 -0.39 -3.79 -1.09  0.15
H11 0.59 -2.00 0.96  0.14
H12 2.04 -3.74 -1.09  0.12
H13 1.50 -4.17 0.53  0.11
H14 2.97 -2.31 1.46  0.09
H15 3.75 -3.74 0.83  0.11
H16 3.66 -1.98 -1.41  0.05
H17 5.07 -2.37 -0.42  0.06
H18 2.98 0.05 0.30  -0.16
H19 0.12 -1.23 3.21  0.11
H20 -0.47 0.35 3.73  0.12
H21 1.75 1.36 3.11  0.07
H22 2.33 -0.26 2.64  0.04
H23 1.89 0.04 4.32  0.08
C12 -2.43 5.31 1.09  -0.02
C13 -1.19 5.17 1.94  -0.32
C14 -0.15 6.27 1.79  -0.09
O8 1.08 5.58 2.04  0.07
C15 0.88 4.27 1.73  -0.56
O9 1.74 3.45 1.67  0.16
O10 -0.43 4.03 1.53  0.06
H24 -2.97 6.22 1.36  0.09
H25 -2.17 5.36 0.03  0.09
H26 -3.09 4.45 1.24  0.09
H27 -1.45 5.03 2.99  0.16
H28 -0.26 7.09 2.50  0.14
H29 -0.13 6.67 0.77  0.14
C16 -1.47 4.76 -7.72  -0.02
C17 -2.03 5.15 -6.38  -0.33
C18 -1.12 4.89 -5.19  -0.09
O11 -2.06 4.63 -4.14  0.04
C19 -3.20 4.17 -4.70  -0.56
O12 -4.11 3.69 -4.10  0.17
O13 -3.16 4.33 -6.05  0.08
H30 -0.57 5.34 -7.93  0.09
H31 -1.21 3.70 -7.73  0.09
H32 -2.19 4.95 -8.51  0.09
H33 -2.36 6.19 -6.38  0.16
H34 -0.49 5.74 -4.92  0.14
H35 -0.51 4.00 -5.34  0.14
C20 1.33 -8.28 4.20  -0.02
C21 1.40 -7.13 3.23  -0.32
C22 2.28 -5.97 3.64  -0.08
O14 1.62 -4.85 3.03  0.05
C23 0.32 -5.17 2.88  -0.56
O15 -0.53 -4.39 2.57  0.16
O16 0.11 -6.48 3.12  0.10
H36 2.32 -8.72 4.32  0.09
H37 0.98 -7.94 5.18  0.09
H38 0.65 -9.05 3.84  0.09
H39 1.66 -7.48 2.23  0.16
H40 3.30 -6.03 3.27  0.14
H41 2.29 -5.82 4.72  0.14

=====

- Which of these has the highest total energy?
  C3HClF2